<one>
Entry from the Open Molecules 2025 dataset: C2H4N4O as an isolated structure (the ωB97M-V functional and the def2-TZVPD basis).

Summary:
Kohn-Sham gap in hartree: 0.2997
Net charge: 0
E_LUMO in eV: -0.33

Each line ends with the Mulliken charge.
CARTESIAN COORDINATES (ANGSTROEM)
1 C 1.228 0.764 0.161  -0.149
2 C -0.469 -0.806 0.199  0.489
3 H -1.530 2.361 0.153  0.371
4 H 1.782 1.617 0.005  0.447
5 H 0.946 -2.256 -0.173  0.248
6 H -2.333 -0.889 0.134  0.248
7 N -0.131 0.541 0.510  -0.064
8 N 1.900 -0.336 -0.212  -0.494
9 N 0.873 -1.239 -0.178  0.029
10 N -1.525 -1.380 -0.154  -0.632
11 O -0.742 1.624 -0.445  -0.493



<two>
Entry from the Open Molecules 2025 dataset: one molecule with the formula C2H4N4O (the ωB97M-V functional and the def2-TZVPD basis).

Summary:
Kohn-Sham gap in hartree: 0.3544
SMILES: Nc1n[nH]c(O)n1
Net charge: 0
E_LUMO in eV: 0.68

Each line ends with the Mulliken charge.
CARTESIAN COORDINATES (ANGSTROEM)
1 N 2.183 0.498 -0.039  -0.512
2 C 0.910 -0.062 -0.185  0.543
3 N 0.582 -1.323 0.053  -0.499
4 N -0.918 -1.058 0.508  -0.140
5 C -1.178 0.090 -0.090  0.605
6 O -2.419 0.448 -0.423  -0.487
7 N -0.124 0.786 -0.438  -0.660
8 H 2.875 -0.127 0.357  0.276
9 H 2.103 1.330 0.546  0.265
10 H -1.739 -1.590 0.849  0.254
11 H -2.284 1.084 -1.143  0.355



<three>
Entry from the Open Molecules 2025 dataset: one molecule with the formula C2H4N4O (the ωB97M-V functional and the def2-TZVPD basis).

Summary:
Kohn-Sham gap in hartree: 0.4162
SMILES: COn1cnnn1
Net charge: 0
E_LUMO in eV: 0.69

Each line ends with the Mulliken charge.
CARTESIAN COORDINATES (ANGSTROEM)
1 C 0.334 -1.508 -0.869  -0.601
2 O 0.075 -0.114 -1.174  -0.390
3 N 0.079 0.628 -0.103  0.642
4 C -0.940 0.994 0.665  0.038
5 N -0.464 1.770 1.592  -0.376
6 N 0.860 1.868 1.379  -0.304
7 N 1.153 1.257 0.359  -0.220
8 H 1.244 -1.878 -0.438  0.305
9 H -0.315 -1.816 -0.013  0.262
10 H -0.003 -1.965 -1.757  0.292
11 H -2.023 0.764 0.360  0.353



<four>
Entry from the Open Molecules 2025 dataset: one molecule with the formula C2H4N4O (the ωB97M-V functional and the def2-TZVPD basis).

Summary:
Kohn-Sham gap in hartree: 0.3613
SMILES: [H]/N=C(/N)NN=C=O
Net charge: 0
E_LUMO in eV: 0.44

Each line ends with the Mulliken charge.
CARTESIAN COORDINATES (ANGSTROEM)
1 H -0.238 -0.116 2.227  0.334
2 N 0.478 0.688 1.959  -0.668
3 C 0.226 0.749 0.741  0.472
4 N 0.889 1.361 -0.265  -0.410
5 N -0.864 -0.305 0.391  -0.122
6 N -0.874 -0.908 -0.862  -0.448
7 C -0.326 -1.845 -1.379  0.541
8 O 0.094 -2.647 -2.110  -0.421
9 H 0.655 1.144 -1.220  0.240
10 H 1.756 1.804 -0.010  0.239
11 H -1.795 0.074 0.528  0.243



So which one wins? Going from most stable to least: <two>, <four>, <three>, <one>.



<one>
Entry from the Open Molecules 2025 dataset: one molecule with the formula C2H4N4O (the ωB97M-V functional and the def2-TZVPD basis).

Summary:
Kohn-Sham gap in hartree: 0.3518
SMILES: Nc1n[nH]c(O)n1
Net charge: 0
E_LUMO in eV: 0.75

Each line ends with the Mulliken charge.
CARTESIAN COORDINATES (ANGSTROEM)
1 N 2.170 0.459 0.108  -0.486
2 C 0.846 0.038 0.029  0.421
3 N 0.481 -1.228 0.061  -0.720
4 N -0.886 -1.124 0.061  0.213
5 C -1.230 0.168 0.005  0.576
6 O -2.510 0.547 0.011  -0.490
7 N -0.177 0.946 -0.021  -0.611
8 H 2.792 -0.295 0.362  0.269
9 H 2.494 0.910 -0.738  0.241
10 H -1.479 -1.937 0.080  0.226
11 H -2.502 1.515 0.042  0.361



<two>
Entry from the Open Molecules 2025 dataset: one molecule with the formula C2H4N4O (the ωB97M-V functional and the def2-TZVPD basis).

Summary:
Kohn-Sham gap in hartree: 0.3031
Net charge: 0
E_LUMO in eV: 0.53

Each line ends with the Mulliken charge.
CARTESIAN COORDINATES (ANGSTROEM)
1 C 0.276 -1.618 0.191  0.007
2 C 2.296 -2.760 1.152  0.624
3 N 1.256 -2.437 0.659  -0.288
4 N 1.685 0.152 0.524  -0.901
5 N 0.598 -0.340 0.092  0.761
6 N -0.350 0.626 -0.354  -0.765
7 O 3.313 -3.114 1.619  -0.473
8 H -0.713 -1.832 -0.091  0.302
9 H 1.609 1.153 0.620  0.230
10 H -0.806 1.246 0.291  0.252
11 H -1.087 0.189 -0.917  0.250



<three>
Entry from the Open Molecules 2025 dataset: one molecule with the formula C2H4N4O (the ωB97M-V functional and the def2-TZVPD basis).

Summary:
Kohn-Sham gap in hartree: 0.3148
SMILES: O/N=c1/[nH]cn[nH]1
Net charge: 0
E_LUMO in eV: 0.90

Each line ends with the Mulliken charge.
CARTESIAN COORDINATES (ANGSTROEM)
1 O 2.389 -0.380 0.029  -0.401
2 N 1.502 0.712 0.029  -0.595
3 C 0.283 0.282 -0.004  0.418
4 N -0.845 1.092 -0.051  -0.124
5 C -1.956 0.249 0.019  -0.057
6 N -1.624 -0.962 0.006  -0.732
7 N -0.277 -0.988 -0.029  0.242
8 H 3.252 0.012 -0.136  0.351
9 H -0.920 2.111 0.008  0.222
10 H -2.957 0.603 0.154  0.394
11 H 0.259 -1.847 -0.024  0.283



So which one wins? Going from most stable to least: <one>, <three>, <two>.



<one>
Entry from the Open Molecules 2025 dataset: one molecule with the formula C21H25N3O4S (the ωB97M-V functional and the def2-TZVPD basis).

Summary:
Kohn-Sham gap in hartree: 0.3199
SMILES: CCOC(=O)c1c(C)[nH]c(C)c1C(=O)CSc1nc2ccccc2n1CCOC
Net charge: 0
E_LUMO in eV: 0.68

Each line ends with the Mulliken charge.
CARTESIAN COORDINATES (ANGSTROEM)
1 C -2.143 -2.471 -1.247  -0.833
2 C -2.595 -2.209 0.183  -0.566
3 O -2.112 -0.967 0.681  -0.297
4 C -2.771 0.140 0.286  0.324
5 O -3.754 0.078 -0.422  -0.685
6 C -2.241 1.398 0.803  1.200
7 C -2.972 2.568 0.644  -0.581
8 C -4.309 2.797 0.043  -1.339
9 N -2.244 3.584 1.158  0.130
10 C -1.043 3.129 1.626  -0.361
11 C -0.069 4.069 2.236  -1.491
12 C -1.002 1.766 1.438  0.495
13 C 0.185 0.969 1.848  1.002
14 O 1.296 1.474 1.948  -0.786
15 C -0.151 -0.265 2.712  -0.671
16 S 0.894 -1.680 2.256  -0.291
17 C 0.977 -1.223 0.600  -0.723
18 N 0.374 -0.134 0.203  0.519
19 C 0.609 -0.026 -1.139  0.439
20 C 0.188 0.920 -2.062  -0.711
21 C 0.564 0.733 -3.377  -0.711
22 C 1.330 -0.364 -3.772  -0.722
23 C 1.756 -1.317 -2.865  -1.129
24 C 1.392 -1.134 -1.542  0.217
25 N 1.615 -1.882 -0.400  1.092
26 C 2.447 -3.047 -0.274  -0.939
27 C 3.948 -2.737 -0.457  -0.495
28 O 4.578 -2.202 0.673  -0.433
29 C 4.402 -0.815 0.877  -0.465
30 H -2.508 -3.442 -1.572  0.465
31 H -2.543 -1.704 -1.906  0.291
32 H -1.058 -2.458 -1.316  0.000
33 H -3.690 -2.208 0.231  0.413
34 H -2.193 -2.962 0.866  0.396
35 H -5.028 2.081 0.435  0.328
36 H -4.270 2.643 -1.034  0.245
37 H -4.652 3.810 0.249  0.379
38 H -2.536 4.548 1.185  0.234
39 H 0.838 3.530 2.487  0.322
40 H 0.182 4.864 1.534  0.346
41 H -0.484 4.524 3.136  0.326
42 H 0.090 -0.028 3.749  0.590
43 H -1.189 -0.565 2.618  0.355
44 H -0.410 1.760 -1.749  0.523
45 H 0.255 1.448 -4.124  0.433
46 H 1.594 -0.474 -4.813  0.406
47 H 2.341 -2.168 -3.180  0.445
48 H 2.289 -3.470 0.721  0.322
49 H 2.145 -3.779 -1.031  0.467
50 H 4.465 -3.681 -0.652  0.387
51 H 4.079 -2.072 -1.324  0.387
52 H 3.410 -0.566 1.261  0.207
53 H 5.144 -0.525 1.618  0.285
54 H 4.577 -0.255 -0.049  0.259



<two>
Entry from the Open Molecules 2025 dataset: one molecule with the formula C21H25N3O4S (the ωB97M-V functional and the def2-TZVPD basis).

Summary:
Kohn-Sham gap in hartree: 0.3078
SMILES: C=CCOC(=O)C1=C(C)NC(SCC(=O)N(CC)CC)=C(C#N)[C@@H]1c1ccco1
Net charge: 0
E_LUMO in eV: 0.13

Each line ends with the Mulliken charge.
CARTESIAN COORDINATES (ANGSTROEM)
1 C -4.988 -2.233 -2.244  -0.740
2 C -5.738 -1.151 -2.170  -0.186
3 C -5.329 0.144 -1.531  -0.470
4 O -4.026 0.109 -0.971  -0.221
5 C -3.926 -0.337 0.293  0.394
6 O -4.893 -0.671 0.944  -0.713
7 C -2.531 -0.349 0.750  -1.012
8 C -2.143 -0.869 1.936  0.891
9 C -3.018 -1.461 2.987  -1.748
10 N -0.795 -0.910 2.246  -0.021
11 C 0.156 -0.822 1.264  0.699
12 S 1.720 -1.560 1.678  -0.251
13 C 2.750 -0.066 1.915  -1.077
14 C 3.133 0.644 0.623  0.816
15 O 2.660 1.752 0.422  -0.748
16 N 3.997 0.051 -0.215  0.281
17 C 4.567 -1.270 -0.042  -0.708
18 C 4.142 -2.244 -1.139  -1.101
19 C 4.331 0.754 -1.446  -0.638
20 C 5.822 1.040 -1.577  -1.394
21 C -0.150 -0.301 0.059  -0.301
22 C 0.723 -0.364 -1.031  -0.355
23 N 1.410 -0.458 -1.947  -0.623
24 C -1.505 0.342 -0.136  1.179
25 C -1.464 1.805 0.217  -0.684
26 C -0.433 2.658 0.474  0.146
27 C -1.030 3.913 0.759  -0.795
28 C -2.371 3.725 0.657  -0.649
29 O -2.647 2.450 0.329  -0.310
30 H -5.341 -3.136 -2.709  0.299
31 H -3.989 -2.262 -1.841  0.212
32 H -6.739 -1.132 -2.578  0.367
33 H -5.307 0.943 -2.279  0.363
34 H -6.052 0.403 -0.747  0.364
35 H -2.933 -0.877 3.903  0.347
36 H -4.053 -1.455 2.662  0.384
37 H -2.710 -2.484 3.203  0.417
38 H -0.522 -1.351 3.114  0.391
39 H 2.172 0.635 2.517  0.514
40 H 3.619 -0.397 2.482  0.528
41 H 5.659 -1.179 -0.030  0.360
42 H 4.259 -1.677 0.919  0.491
43 H 3.064 -2.207 -1.275  0.194
44 H 4.426 -3.254 -0.853  0.417
45 H 4.618 -2.008 -2.086  0.338
46 H 3.971 0.170 -2.296  0.424
47 H 3.776 1.693 -1.420  0.399
48 H 6.191 1.547 -0.688  0.318
49 H 5.985 1.688 -2.434  0.432
50 H 6.396 0.129 -1.728  0.323
51 H -1.804 0.244 -1.187  0.747
52 H 0.615 2.441 0.451  0.751
53 H -0.520 4.822 1.004  0.481
54 H -3.204 4.386 0.788  0.474



So which one wins? Going from most stable to least: <one>, <two>.